# 1
{"formula": "C37H37NP2ReS2", "method": "the ωB97M-V functional and the def2-TZVPD basis", "elements": ["Re", "S", "P", "C", "P", "S", "C", "C", "C", "C", "C", "C", "C", "C", "C", "C", "C", "C", "C", "C", "C", "C", "C", "C", "C", "C", "C", "C", "C", "C", "H", "H", "H", "H", "H", "H", "H", "H", "H", "H", "H", "H", "H", "H", "H", "H", "H", "H", "H", "H", "C", "C", "C", "C", "C", "C", "C", "C", "C", "C", "C", "C", "N", "H", "H", "H", "H", "H", "H", "H", "H", "H", "H", "H", "H", "H", "H", "H", "H", "H"], "xyz": [[-0.026, -0.376, 0.013], [-0.030, 2.014, -0.443], [1.054, 1.321, -2.040], [1.416, -0.236, -1.530], [1.343, -1.799, -2.144], [-0.161, -2.602, -1.012], [1.046, -1.955, -3.915], [2.110, -1.834, -4.809], [1.871, -1.837, -6.173], [0.572, -1.956, -6.649], [-0.489, -2.067, -5.762], [-0.254, -2.066, -4.395], [2.872, -2.710, -1.824], [3.092, -3.954, -2.413], [4.227, -4.680, -2.094], [5.144, -4.169, -1.182], [4.924, -2.933, -0.593], [3.788, -2.201, -0.911], [2.483, 2.386, -2.331], [2.312, 3.746, -2.580], [3.416, 4.548, -2.811], [4.692, 3.994, -2.796], [4.863, 2.642, -2.546], [3.757, 1.835, -2.309], [0.085, 1.442, -3.566], [-1.298, 1.276, -3.515], [-2.041, 1.287, -4.684], [-1.407, 1.446, -5.910], [-0.030, 1.595, -5.966], [0.716, 1.599, -4.796], [3.125, -1.744, -4.439], [2.698, -1.750, -6.867], [0.386, -1.962, -7.716], [-1.502, -2.153, -6.135], [-1.075, -2.151, -3.693], [2.377, -4.354, -3.123], [4.399, -5.645, -2.552], [6.030, -4.738, -0.932], [5.636, -2.538, 0.121], [3.596, -1.238, -0.452], [1.316, 4.175, -2.589], [3.286, 5.606, -3.001], [5.554, 4.624, -2.977], [5.858, 2.214, -2.529], [3.873, 0.778, -2.096], [-1.782, 1.142, -2.555], [-3.116, 1.171, -4.639], [-1.990, 1.453, -6.823], [0.467, 1.712, -6.921], [1.791, 1.728, -4.845], [-3.666, 0.354, 1.721], [-3.635, -1.155, 1.968], [-3.634, -1.940, 0.654], [-2.546, -1.587, 2.937], [-2.946, -2.215, 4.112], [-2.026, -2.620, 5.063], [-0.678, -2.388, 4.851], [-0.217, -1.769, 3.694], [1.285, -1.562, 3.568], [1.691, -0.093, 3.441], [1.927, -2.433, 2.487], [-1.170, -1.387, 2.734], [-0.780, -0.786, 1.536], [-4.568, 0.619, 1.166], [-2.804, 0.682, 1.141], [-3.675, 0.905, 2.663], [-4.570, -1.407, 2.478], [-2.799, -1.655, 0.016], [-4.560, -1.741, 0.109], [-3.576, -3.015, 0.837], [-4.004, -2.382, 4.280], [-2.359, -3.107, 5.971], [0.045, -2.693, 5.599], [1.689, -1.913, 4.523], [1.387, 0.331, 2.486], [2.778, -0.004, 3.514], [1.248, 0.508, 4.238], [1.626, -2.132, 1.484], [1.662, -3.485, 2.615], [3.016, -2.350, 2.546]], "mulliken_charge": [0.16, -0.63, 1.23, -0.62, 1.21, -0.59, 0.41, -0.45, -0.71, -0.53, -0.61, -0.53, 0.32, -0.37, -0.69, -0.46, -1.05, -0.18, 0.14, -0.31, -0.70, -0.44, -0.67, -0.19, 0.42, -0.47, -0.75, -0.51, -0.75, -0.27, 0.46, 0.41, 0.40, 0.44, 0.38, 0.45, 0.40, 0.40, 0.43, 0.56, 0.40, 0.40, 0.37, 0.43, 0.28, 0.41, 0.42, 0.41, 0.43, 0.44, -1.42, 0.57, -1.15, 0.63, -1.06, -1.18, -1.13, 0.58, 0.57, -1.43, -1.17, 0.81, 0.12, 0.43, 0.14, 0.36, 0.48, -0.03, 0.45, 0.31, 0.37, 0.38, 0.38, 0.51, 0.11, 0.43, 0.40, 0.00, 0.38, 0.42], "multiplicity": 2, "e_homo_ev": [-7.11, -6.75], "orbital_gap_ev": [7.29, 7.06]}



# 2
{"formula": "C37H38BClFHfN8O2", "method": "the ωB97M-V functional and the def2-TZVPD basis", "elements": ["Hf", "C", "C", "C", "C", "C", "N", "N", "B", "N", "N", "C", "C", "C", "C", "C", "N", "N", "C", "C", "C", "C", "C", "H", "H", "H", "H", "H", "H", "H", "H", "H", "H", "H", "H", "H", "H", "H", "H", "H", "H", "H", "H", "H", "H", "N", "C", "C", "C", "C", "C", "C", "C", "C", "N", "C", "H", "H", "H", "H", "H", "H", "H", "H", "Cl", "C", "C", "C", "C", "C", "C", "C", "O", "O", "H", "H", "H", "H", "F", "C", "C", "C", "C", "C", "C", "H", "H", "H", "H"], "xyz": [[-0.083, 0.202, 0.003], [3.426, 1.952, -0.885], [3.368, 0.647, -0.178], [4.484, -0.091, 0.210], [3.992, -1.269, 0.734], [4.778, -2.404, 1.275], [2.648, -1.225, 0.641], [2.252, -0.040, 0.101], [1.660, -2.273, 1.170], [0.915, -1.638, 2.353], [0.341, -0.404, 2.260], [-0.018, -0.057, 3.508], [-0.666, 1.218, 3.910], [0.311, -1.082, 4.393], [0.906, -2.065, 3.628], [1.458, -3.358, 4.101], [0.653, -2.683, 0.077], [0.332, -1.877, -0.972], [-0.440, -2.608, -1.794], [-0.973, -2.136, -3.099], [-0.620, -3.881, -1.264], [0.086, -3.896, -0.076], [0.180, -5.021, 0.887], [4.159, 2.593, -0.401], [3.762, 1.794, -1.911], [2.465, 2.453, -0.897], [5.506, 0.205, 0.123], [5.835, -2.182, 1.176], [4.559, -2.571, 2.327], [4.564, -3.324, 0.737], [2.246, -3.230, 1.530], [-1.691, 1.255, 3.547], [-0.681, 1.287, 4.996], [-0.136, 2.080, 3.510], [0.143, -1.106, 5.448], [1.314, -3.430, 5.175], [0.961, -4.201, 3.629], [2.520, -3.428, 3.881], [-1.226, -1.081, -3.077], [-0.235, -2.309, -3.883], [-1.871, -2.703, -3.331], [-1.193, -4.683, -1.679], [-0.284, -5.900, 0.448], [1.215, -5.249, 1.134], [-0.350, -4.779, 1.806], [-1.467, 2.158, -1.531], [-1.384, 1.929, -2.917], [-2.361, 2.299, -3.811], [-2.212, 2.067, -5.184], [-1.082, 1.458, -5.656], [-0.091, 1.001, -4.764], [1.047, 0.293, -5.192], [1.915, -0.190, -4.254], [1.639, 0.007, -2.895], [0.606, 0.689, -2.439], [-0.244, 1.212, -3.368], [-0.719, 2.777, -1.227], [-2.365, 2.553, -1.260], [-3.253, 2.785, -3.448], [-2.989, 2.376, -5.866], [-0.937, 1.289, -6.711], [1.203, 0.123, -6.244], [2.792, -0.747, -4.540], [2.302, -0.431, -2.166], [-1.713, 7.809, 3.588], [-1.329, 6.299, 2.861], [-0.022, 6.033, 2.468], [0.277, 4.822, 1.874], [-0.719, 3.864, 1.697], [-2.025, 4.141, 2.105], [-2.336, 5.359, 2.666], [-0.435, 2.548, 1.088], [0.640, 2.317, 0.460], [-1.306, 1.641, 1.130], [0.743, 6.777, 2.618], [1.283, 4.605, 1.553], [-2.790, 3.395, 1.953], [-3.349, 5.583, 2.963], [-5.812, -2.633, 0.029], [-4.617, -2.010, -0.032], [-3.711, -2.184, 0.997], [-2.491, -1.524, 0.928], [-2.111, -0.709, -0.156], [-3.083, -0.578, -1.163], [-4.323, -1.199, -1.110], [-3.971, -2.813, 1.836], [-1.818, -1.661, 1.773], [-2.884, 0.031, -2.039], [-5.062, -1.061, -1.887]], "mulliken_charge": [2.11, -1.46, 0.57, -1.44, 0.97, -1.53, 0.65, -0.03, -0.77, 0.52, 0.02, 0.70, -1.05, -1.72, 0.98, -1.28, 0.70, 0.28, 0.60, -1.08, -1.72, 0.90, -1.51, 0.50, 0.25, 0.06, 0.56, 0.41, 0.26, 0.30, -0.17, 0.20, 0.47, 0.11, 0.55, 0.40, 0.16, 0.22, -0.06, 0.31, 0.40, 0.55, 0.44, 0.29, 0.20, 0.10, -0.41, -0.50, -0.87, -0.91, 1.17, -1.02, -1.36, -0.15, 0.41, -0.23, 0.40, 0.29, 0.52, 0.43, 0.46, 0.46, 0.52, 0.48, -0.18, 0.46, -0.95, -0.37, 0.40, -0.17, -1.03, -0.46, -0.46, -0.35, 0.45, 0.51, 0.50, 0.44, -0.36, 0.18, -0.81, -0.04, 1.25, 0.06, -0.86, 0.51, 0.14, 0.07, 0.50], "charge": 1, "e_homo_ev": -10.77, "orbital_gap_ev": 7.74}



One value per record, in order, for relative energy (zero: lowest compared OMol25 entry of this formula, charge and spin): 0.0000 0.4088 eV.
One value per record, in order, for E: -82839.1534 -72227.7910 eV.